1.
One molecule with the formula C5H8N2O, computed with ωB97M-V/def2-TZVPD.

```
16
Properties=species:S:1:pos:R:3:forces:R:3
C 0.521 -1.239 0.652 2.5 -0.5 1.2
C -0.118 -0.088 0.358 0.4 -1.7 -0.3
C -1.132 -0.554 -0.594 -1.9 0.7 0.0
C 0.677 2.110 -0.333 -1.0 3.0 0.2
C 0.163 1.328 0.838 -0.7 -1.3 2.4
N 0.039 -2.410 0.103 -3.1 1.6 -1.1
N -1.019 -1.918 -0.776 0.9 -0.9 0.1
O -2.073 0.073 -1.064 0.1 0.3 -0.4
H 1.430 -1.328 1.290 -0.9 0.0 -0.5
H 1.565 1.685 -0.642 2.1 -1.2 -0.6
H 1.036 3.232 -0.066 -1.6 -2.3 -0.8
H -0.014 1.931 -1.200 0.4 1.1 0.8
H -0.837 1.646 1.336 1.8 0.1 -1.0
H 0.964 1.269 1.692 -1.5 0.1 -1.5
H 0.484 -3.229 -0.243 0.9 0.0 0.0
H -1.688 -2.507 -1.352 1.4 1.0 1.5
```
Forces are in eV/Å.

Calculated values
ΔE to the lowest compared entry with this formula, charge and spin	48.7	kcal/mol
SMILES	CCc1c[nH][nH]c1=O
lowest unoccupied orbital energy	0.81	eV
E	-10340.615	eV
F_max	3.6	eV/Å
M	112.13	g/mol
multiplicity	1

Löwdin atomic charge list, values in e, 4 entries: -0.08, -0.17, -0.49, -0.13

***

2.
One molecule with the formula C10H10O2S, computed with ωB97M-V/def2-TZVPD.

```
23
Properties=species:S:1:pos:R:3:forces:R:3
C 2.950 -0.704 -1.014 1.1 -0.4 1.2
C 2.618 0.617 -0.858 -0.7 0.8 0.1
C 2.094 -1.665 -0.448 -0.1 0.3 0.0
C 1.374 1.000 -0.288 2.1 1.7 -0.4
C 0.901 -1.298 0.171 -0.8 0.6 -1.5
C 0.507 0.097 0.204 -0.7 -4.0 -0.2
C -2.631 -0.861 -0.174 -1.6 -0.3 -2.9
C -2.557 0.279 -1.281 2.7 -1.0 0.6
C -0.879 0.432 0.695 -0.5 0.4 1.7
C -0.755 1.024 2.111 -0.8 0.4 0.7
O -3.430 -1.769 -0.264 1.2 0.9 0.6
O -1.818 -0.658 0.831 1.4 -0.7 0.6
S -1.738 1.600 -0.365 -0.8 1.3 -0.2
H 3.991 -0.980 -1.308 -1.2 0.1 -0.2
H 3.280 1.426 -1.183 -0.2 -0.4 0.1
H 2.380 -2.705 -0.526 -0.2 -0.1 0.1
H 1.237 2.084 -0.189 -0.4 -0.5 -0.2
H 0.132 -2.084 0.302 0.7 0.6 0.6
H -1.813 0.122 -2.137 -1.6 -0.7 1.0
H -3.563 0.433 -1.583 -0.6 0.5 -0.4
H -1.771 1.097 2.626 1.3 -0.3 -0.8
H -0.472 2.075 1.897 0.4 -0.5 0.8
H -0.039 0.437 2.781 -0.8 1.0 -1.1
```
Forces are in eV/Å.

Calculated values
ΔE to the lowest compared entry with this formula, charge and spin	20.9	kcal/mol
SMILES	C[C@@]1(c2ccccc2)OC(=O)CS1
lowest unoccupied orbital energy	0.63	eV
E	-25461.783	eV
F_max	4.1	eV/Å
M	194.26	g/mol
multiplicity	1

Löwdin atomic charge list, values in e, 4 entries: -0.10, -0.08, -0.08, -0.07

***

3.
A 2-piece molecular cluster, C5H15NO overall, computed with ωB97M-V/def2-TZVPD.

```
22
Properties=species:S:1:pos:R:3:forces:R:3
C -0.382 0.292 -1.369 -0.5 -1.2 -0.1
C 0.305 -0.894 -2.073 0.0 -0.3 -0.5
C 0.446 0.653 -0.144 -0.1 0.7 -0.1
N 0.896 -0.528 0.609 0.1 0.5 -0.9
C -0.249 -1.199 1.256 1.3 0.4 -0.5
C 1.940 -0.108 1.510 -1.8 0.6 3.0
H -0.515 1.044 -2.146 0.3 0.6 0.5
H -1.402 0.117 -1.017 0.1 -0.6 -0.4
H 0.238 -1.844 -1.548 0.1 0.1 0.3
H 1.368 -0.650 -2.196 -0.1 -0.2 0.1
H -0.050 -1.138 -3.086 -0.3 0.5 0.2
H 1.259 1.296 -0.521 0.3 -0.6 0.5
H -0.088 1.281 0.595 -0.3 0.2 -0.4
H 0.197 -1.980 1.851 -0.2 -0.3 0.5
H -0.842 -0.515 1.898 0.1 -0.2 -0.2
H -0.857 -1.686 0.493 -0.2 0.2 0.1
H 2.529 -0.884 1.977 0.5 -0.5 -0.7
H 1.468 0.313 2.470 0.1 -0.1 -0.8
H 2.493 0.754 1.186 0.6 -0.2 -0.7
H -3.411 2.449 -0.184 0.0 -0.1 0.1
H -2.597 1.471 0.678 -0.1 0.2 -0.3
O -2.744 1.756 -0.238 -0.1 0.1 0.4
```
Forces are in eV/Å.

Calculated values
ΔE to the lowest compared entry with this formula, charge and spin	35.6	kcal/mol
SMILES	CCCN(C)C.O
lowest unoccupied orbital energy	0.71	eV
E	-8964.816	eV
F_max	3.5	eV/Å
M	105.18	g/mol
multiplicity	1

Löwdin atomic charge list, values in e, 4 entries: -0.25, -0.12, -0.25, -0.28

***

4.
A 6-piece molecular cluster, C37H37BClFO23PSi overall, computed with ωB97M-V/def2-TZVPD.

```
102
Properties=species:S:1:pos:R:3:forces:R:3
C 1.464 0.358 1.054 0.3 -0.2 -0.4
C 1.601 1.312 2.206 -0.5 -0.5 -0.2
F 0.285 1.827 2.459 0.0 0.2 0.1
C 2.065 0.663 3.486 -0.9 1.2 1.2
O 1.805 -0.680 3.602 0.8 -0.7 -0.5
B 2.544 -1.051 4.859 -0.5 0.3 0.0
O 3.811 -0.264 4.703 0.3 -0.2 0.4
C 3.498 0.970 4.081 0.3 -0.6 -0.5
P 3.206 2.068 5.557 -0.8 -0.7 0.6
O 4.640 1.867 6.327 0.3 0.5 0.0
Cl 3.199 4.046 4.774 0.2 0.0 -0.3
Si 5.047 1.247 2.984 0.6 0.2 0.2
C 4.719 1.588 1.156 -0.2 0.1 0.7
C 6.084 -0.314 3.076 -0.6 0.3 -0.5
C 6.081 2.697 3.618 -0.2 -0.4 -0.5
H 0.438 0.317 0.717 -0.3 0.0 0.0
H 2.066 0.653 0.211 0.1 0.2 -0.3
H 1.768 -0.643 1.326 0.0 -0.2 0.2
H 2.181 2.183 1.946 0.2 0.3 0.1
H 1.394 1.127 4.222 0.0 0.4 0.1
H 2.762 -2.238 4.980 0.0 -0.1 -0.1
H 1.879 -0.563 5.790 0.0 -0.2 0.2
H 4.522 2.100 7.258 0.0 -0.1 -0.3
H 4.089 0.816 0.737 -0.1 -0.2 -0.3
H 5.650 1.658 0.612 0.3 -0.2 -0.2
H 4.224 2.544 1.050 -0.3 0.3 -0.1
H 6.408 -0.520 4.081 0.2 -0.1 0.3
H 5.448 -1.122 2.731 -0.1 -0.3 0.1
H 6.923 -0.265 2.391 0.4 0.1 -0.1
H 7.020 2.721 3.078 0.3 -0.1 -0.2
H 6.309 2.606 4.670 -0.1 0.1 0.3
H 5.569 3.627 3.409 -0.1 0.3 0.2
C -3.862 0.364 6.016 0.0 0.1 -0.2
C -3.745 0.137 7.328 -0.3 -0.1 -0.2
C -2.504 0.496 8.092 0.6 0.3 -0.1
O -2.499 0.269 9.292 -0.3 -0.1 0.1
C -1.398 1.082 7.368 -0.2 -0.1 0.4
C -1.502 1.311 6.047 0.3 0.0 0.2
C -2.756 0.975 5.285 -0.4 -0.2 0.1
O -2.804 1.228 4.099 0.2 0.1 0.0
O -0.523 1.836 5.347 -0.4 0.1 -0.3
O -4.711 -0.417 8.060 0.1 0.0 0.2
H -4.754 0.112 5.460 0.0 0.0 0.0
H -0.501 1.318 7.923 0.1 0.0 -0.1
H -0.818 1.888 4.414 0.3 0.0 -0.1
H -4.354 -0.458 8.970 0.0 0.0 0.0
C 10.054 -4.349 6.395 -0.1 -0.2 0.1
C 9.979 -3.131 5.849 0.3 -0.2 0.1
C 8.662 -2.471 5.555 -0.7 -0.2 0.0
O 8.682 -1.356 5.074 0.4 0.1 0.0
C 7.438 -3.202 5.856 0.0 0.2 -0.1
C 7.516 -4.423 6.400 -0.3 0.2 -0.1
C 8.832 -5.072 6.716 0.5 0.1 -0.1
O 8.822 -6.178 7.226 -0.2 -0.1 0.0
O 6.445 -5.150 6.702 0.1 -0.2 0.1
O 11.048 -2.411 5.527 -0.1 0.2 -0.1
H 10.997 -4.832 6.612 0.0 0.0 0.0
H 6.494 -2.724 5.626 0.0 0.0 0.0
H 6.783 -5.984 7.082 0.0 0.0 0.0
H 10.700 -1.575 5.156 0.0 0.0 0.0
C -0.385 -2.197 -4.442 0.0 0.1 -0.3
C 0.145 -2.174 -3.211 -0.2 -0.2 -0.1
C 1.038 -1.056 -2.753 0.2 0.5 -0.2
O 1.466 -1.099 -1.619 0.0 -0.3 0.0
C 1.342 0.014 -3.696 0.1 -0.1 0.2
C 0.813 -0.014 -4.923 0.2 0.2 0.1
C -0.096 -1.120 -5.369 -0.2 -0.5 0.3
O -0.552 -1.062 -6.501 0.1 0.2 -0.1
O 1.046 0.926 -5.836 -0.1 -0.1 -0.2
O -0.076 -3.120 -2.313 0.2 0.1 0.2
H -1.032 -2.994 -4.780 0.0 0.0 0.0
H 1.997 0.807 -3.362 0.0 0.0 0.0
H 0.539 0.663 -6.628 0.0 0.0 0.0
H 0.416 -2.855 -1.508 0.0 0.0 0.0
C -3.817 -1.001 -6.913 0.1 0.0 0.2
C -4.459 -0.916 -8.084 0.3 0.0 0.1
C -5.948 -0.737 -8.159 -0.4 0.0 0.4
O -6.464 -0.648 -9.260 0.2 0.0 -0.2
C -6.704 -0.680 -6.918 -0.1 0.0 -0.2
C -6.062 -0.768 -5.745 -0.3 0.0 -0.1
C -4.570 -0.923 -5.669 0.4 0.0 -0.4
O -4.057 -0.980 -4.568 -0.2 0.0 0.2
O -6.686 -0.724 -4.576 0.2 0.0 0.1
O -3.839 -0.979 -9.258 -0.2 0.0 -0.1
H -2.746 -1.130 -6.840 0.0 0.0 -0.1
H -7.777 -0.566 -6.990 0.0 0.0 0.0
H -5.989 -0.804 -3.894 0.0 0.0 0.0
H -4.537 -0.888 -9.936 0.0 0.0 0.0
C -8.526 2.157 -8.901 0.0 -0.2 0.1
C -8.570 3.366 -9.475 0.2 -0.2 0.1
C -9.871 4.037 -9.809 -0.5 -0.1 0.0
O -9.831 5.142 -10.315 0.2 0.1 0.0
C -11.109 3.328 -9.515 0.1 0.2 -0.1
C -11.063 2.119 -8.942 -0.3 0.2 -0.1
C -9.762 1.460 -8.586 0.6 0.1 -0.1
O -9.800 0.368 -8.049 -0.3 -0.1 0.0
O -12.150 1.417 -8.646 0.1 -0.2 0.1
O -7.481 4.056 -9.788 -0.1 0.2 -0.1
H -7.599 1.663 -8.653 0.0 0.0 -0.1
H -12.039 3.813 -9.773 0.0 0.0 0.0
H -11.833 0.586 -8.239 0.0 0.0 0.0
H -7.795 4.893 -10.185 0.0 0.0 0.0
```
Forces are in eV/Å.

Calculated values
ΔE to the lowest compared entry with this formula, charge and spin	9.6	kcal/mol
net charge	-1
lowest unoccupied orbital energy	-0.68	eV
E	-119146.492	eV
F_max	1.9	eV/Å
M	974.00	g/mol
multiplicity	1

Löwdin atomic charge list, values in e, 4 entries: -0.04, -0.27, -0.06, -0.39

***

5.
C6H12O as an isolated structure, computed with ωB97M-V/def2-TZVPD.

```
19
Properties=species:S:1:pos:R:3:forces:R:3
C -1.881 -2.290 -0.312 0.0 0.0 0.0
C -1.700 -1.001 0.460 -0.2 -0.1 0.1
O -0.321 -0.731 0.470 0.0 -0.1 0.1
C 0.065 0.507 1.018 0.3 0.4 -0.2
C 1.476 0.814 0.534 0.4 -0.2 -2.7
C 1.781 2.041 -0.337 -0.2 -0.1 1.3
C 1.798 1.001 -1.362 -0.3 -0.7 1.1
H -2.930 -2.598 -0.307 0.1 0.0 0.0
H -1.548 -2.160 -1.347 -0.1 0.0 0.2
H -1.266 -3.071 0.145 -0.2 0.0 -0.1
H -2.074 -1.099 1.490 0.0 0.0 -0.1
H -2.276 -0.190 -0.026 0.3 0.0 0.1
H -0.718 1.253 0.799 0.4 0.1 -0.4
H 0.123 0.504 2.139 -0.1 -0.4 -0.6
H 2.163 0.144 1.064 0.4 0.8 -0.7
H 0.900 2.659 -0.295 0.0 0.7 -0.2
H 2.719 2.572 -0.190 -0.2 0.1 0.2
H 0.947 0.801 -2.014 -0.1 0.2 0.6
H 2.742 0.843 -1.928 -0.5 -0.5 1.2
```
Forces are in eV/Å.

Calculated values
ΔE to the lowest compared entry with this formula, charge and spin	75.9	kcal/mol
lowest unoccupied orbital energy	1.16	eV
E	-8461.065	eV
F_max	2.8	eV/Å
M	100.16	g/mol
multiplicity	1

Löwdin atomic charge list, values in e, 4 entries: -0.08, -0.30, -0.17, -0.25

***

6.
One molecule with the formula C5H11NS, computed with ωB97M-V/def2-TZVPD.

```
18
Properties=species:S:1:pos:R:3:forces:R:3
C 1.605 0.216 -0.846 -0.4 -0.1 -1.3
C 0.554 -0.183 0.144 0.2 -0.7 2.2
C 0.565 -1.727 0.470 1.4 0.8 -1.0
C -1.198 0.728 1.365 0.3 0.2 -0.8
C -0.905 0.243 -0.119 -1.0 -0.7 0.5
H 1.216 -0.171 -1.803 0.2 0.2 0.0
H 1.759 1.299 -0.999 -0.1 -0.5 0.4
H 2.564 -0.274 -0.721 0.2 0.0 0.4
H -0.239 -2.044 1.145 0.1 0.2 -0.4
H 0.530 -2.203 -0.535 -0.3 -0.2 0.7
H 1.543 -2.022 0.927 -0.8 0.3 -0.3
H -1.778 -0.032 1.889 0.1 0.2 0.2
H -1.648 1.721 1.493 0.0 -0.3 -0.2
H -1.493 -0.689 -0.305 0.2 0.7 0.1
H -2.072 1.477 -1.311 0.4 -0.2 0.1
H -0.460 1.839 -1.348 0.1 0.3 0.1
N -1.128 1.091 -1.273 -0.2 0.0 0.2
S 0.586 0.729 1.829 -0.3 -0.3 -1.0
```
Forces are in eV/Å.

Calculated values
ΔE to the lowest compared entry with this formula, charge and spin	9.0	kcal/mol
SMILES	CC1(C)SC[C@H]1N
lowest unoccupied orbital energy	0.92	eV
E	-17688.074	eV
F_max	2.3	eV/Å
M	117.22	g/mol
multiplicity	1

Löwdin atomic charge list, values in e, 4 entries: -0.11, -0.71, -0.10, -0.40